1.
Computed, not measured: 18 unconnected molecules or ions with the total composition C17H64F6N31O21S2 at a distorted geometry, with wB97M-V/def2-TZVPD.

Last column: Mulliken charge in e.
Geometry (Å):
1 C 2.066 2.290 0.140  0.795
2 F 1.827 2.835 1.317  -0.021
3 F 2.650 3.149 -0.666  0.140
4 F 2.928 1.261 0.251  0.074
5 S 0.450 1.716 -0.708  -0.433
6 O -0.590 2.484 -0.074  -0.311
7 O 0.544 1.913 -2.128  -0.402
8 N 0.453 0.033 -0.388  -0.197
9 S -1.132 -0.266 -0.494  -0.010
10 O -1.864 0.002 0.723  0.258
11 O -1.799 0.214 -1.675  -0.209
12 C -1.227 -2.131 -0.574  -0.040
13 F -2.507 -2.414 -0.407  -0.190
14 F -0.776 -2.545 -1.749  0.041
15 F -0.530 -2.740 0.385  0.065
16 C 0.283 0.697 3.538  0.040
17 O 0.748 0.631 4.666  -0.700
18 N 0.729 -0.148 2.547  1.079
19 N -0.761 1.512 3.200  0.052
20 H 0.520 -0.095 1.555  -1.042
21 H 1.167 -0.937 2.992  0.220
22 H -1.212 2.189 3.782  0.212
23 H -0.907 1.600 2.202  -0.316
24 C 4.772 1.616 3.535  0.467
25 O 5.118 1.286 4.658  -0.705
26 N 5.163 2.797 2.975  -0.167
27 N 3.802 0.922 2.833  0.122
28 H 4.961 3.051 2.014  0.137
29 H 5.654 3.470 3.529  0.251
30 H 3.310 1.500 2.177  -0.382
31 H 3.305 0.222 3.353  0.056
32 C -0.210 -6.365 -1.488  0.510
33 O 0.269 -5.898 -2.517  -0.716
34 N -0.721 -7.627 -1.405  -0.452
35 N -0.293 -5.630 -0.340  -0.065
36 H -0.637 -8.247 -2.188  0.216
37 H -0.848 -7.992 -0.479  0.221
38 H -0.739 -6.036 0.463  0.197
39 H 0.167 -4.743 -0.256  -0.081
40 C -4.601 -1.570 2.730  0.361
41 O -4.701 -2.012 1.578  -0.559
42 N -5.334 -2.075 3.757  -0.435
43 N -3.580 -0.755 3.089  -0.054
44 H -5.338 -1.631 4.656  0.194
45 H -6.046 -2.744 3.527  0.221
46 H -3.400 -0.555 4.056  0.190
47 H -2.955 -0.364 2.399  -0.053
48 C -3.774 -5.580 0.355  0.548
49 O -3.386 -5.874 1.493  -0.766
50 N -3.275 -6.068 -0.812  -0.269
51 N -4.680 -4.577 0.203  -0.162
52 H -2.502 -6.709 -0.816  0.158
53 H -3.491 -5.661 -1.711  0.178
54 H -4.765 -3.960 0.998  0.189
55 H -4.887 -4.225 -0.718  0.225
56 C -4.524 3.154 1.507  0.539
57 O -5.692 3.446 1.717  -0.677
58 N -3.514 3.376 2.409  -0.368
59 N -4.100 2.637 0.316  -0.152
60 H -3.777 3.532 3.363  0.222
61 H -2.616 2.988 2.183  0.194
62 H -4.837 2.348 -0.299  0.161
63 H -3.135 2.745 0.059  0.012
64 C -1.222 -3.967 4.352  0.540
65 O -0.719 -3.596 5.404  -0.696
66 N -2.517 -4.370 4.223  -0.254
67 N -0.550 -3.868 3.162  -0.162
68 H -2.746 -4.720 3.306  0.148
69 H -3.132 -4.372 5.009  0.183
70 H -1.037 -4.214 2.356  0.060
71 H 0.372 -3.488 3.222  0.096
72 C -6.240 -2.105 -1.657  0.496
73 O -6.958 -2.345 -2.625  -0.741
74 N -6.707 -2.015 -0.388  -0.258
75 N -4.871 -2.104 -1.745  0.218
76 H -7.602 -2.255 -0.007  0.239
77 H -6.022 -2.061 0.374  0.408
78 H -4.518 -2.220 -2.676  0.100
79 H -4.316 -2.329 -0.936  -0.106
80 C -1.532 1.341 -5.524  0.402
81 O -1.998 1.715 -6.592  -0.709
82 N -1.967 0.246 -4.852  -0.066
83 N -0.384 1.934 -5.039  -0.252
84 H -1.651 0.099 -3.908  0.054
85 H -2.613 -0.393 -5.274  0.165
86 H -0.071 1.902 -4.080  0.408
87 H -0.078 2.726 -5.577  0.211
88 C 4.078 6.729 2.125  0.518
89 O 5.140 7.296 2.339  -0.679
90 N 3.303 7.056 1.044  -0.191
91 N 3.599 5.724 2.918  -0.269
92 H 3.678 7.831 0.523  0.198
93 H 2.384 6.742 0.781  0.321
94 H 2.657 5.414 2.792  0.146
95 H 4.267 5.278 3.516  0.181
96 C -0.372 -2.688 -4.910  0.695
97 O -1.580 -2.615 -4.716  -0.577
98 N 0.251 -1.908 -5.848  -0.428
99 N 0.423 -3.649 -4.369  -0.216
100 H 1.223 -2.066 -6.034  0.148
101 H -0.217 -1.110 -6.237  0.186
102 H 0.126 -4.185 -3.561  0.019
103 H 1.426 -3.586 -4.381  0.208
104 C 3.138 4.917 -3.272  0.390
105 O 3.850 4.941 -4.269  -0.698
106 N 3.469 5.696 -2.186  -0.264
107 N 2.065 4.107 -3.094  -0.052
108 H 4.363 6.139 -2.278  0.188
109 H 2.815 5.848 -1.439  0.228
110 H 1.762 3.471 -3.811  0.020
111 H 1.245 4.359 -2.562  0.213
112 C 3.210 -2.222 -0.921  0.329
113 O 4.139 -3.010 -0.950  -0.718
114 N 2.558 -1.846 0.219  0.438
115 N 2.659 -1.675 -2.064  -0.067
116 H 2.775 -2.290 1.094  0.197
117 H 1.890 -1.082 0.279  -0.091
118 H 2.927 -1.949 -2.984  0.157
119 H 2.082 -0.879 -1.844  0.076
120 C 6.321 -1.190 1.438  0.671
121 O 6.043 -1.676 2.525  -0.662
122 N 5.413 -0.430 0.756  0.077
123 N 7.505 -1.454 0.826  -0.413
124 H 4.532 -0.301 1.230  -0.233
125 H 5.668 0.092 -0.060  0.125
126 H 7.817 -1.077 -0.047  0.150
127 H 8.111 -2.073 1.331  0.238
128 C 0.312 6.166 0.330  0.034
129 O 0.701 5.459 -0.587  -0.555
130 N -0.047 7.470 0.136  -0.367
131 N 0.442 5.818 1.654  -0.214
132 H -0.184 7.733 -0.827  0.248
133 H -0.441 8.103 0.809  0.164
134 H -0.014 6.433 2.302  0.176
135 H 0.672 4.852 1.814  0.064
136 O 5.464 3.596 0.183  -0.687
137 H 5.250 2.917 -0.464  0.269
138 H 5.174 4.420 -0.228  0.277
139 O -3.545 -4.347 -3.286  -0.652
140 H -2.769 -3.788 -3.432  0.341
141 H -3.903 -4.494 -4.166  0.245

Its multiplicity is 1. As for the net charge: -1. The value obtained for the HOMO-LUMO gap is 8.666 eV.


2.
Computed, not measured: 4 unconnected molecules or ions with the total composition C3H13O4 at a distorted geometry, with wB97M-V/def2-TZVPD.

Last column: Mulliken charge in e.
Geometry (Å):
1 C 0.205 0.403 -0.509  -0.953
2 O 1.519 -0.003 -0.565  -0.898
3 C -0.797 -0.814 -0.767  -0.090
4 C -2.176 -0.530 -1.400  -1.295
5 H 0.154 1.010 -1.465  0.423
6 H 0.097 0.897 0.447  0.321
7 H -0.973 -1.330 0.141  0.222
8 H -0.064 -1.304 -1.388  0.324
9 H -2.745 -0.009 -0.723  0.374
10 H -2.416 -1.492 -1.822  0.361
11 H -2.116 0.117 -2.305  0.290
12 H 2.878 0.359 0.369  0.391
13 H 2.774 -0.096 1.893  0.328
14 O 3.417 0.080 1.187  -0.706
15 H -1.759 2.669 -0.075  0.304
16 H -0.538 2.030 0.348  0.484
17 O -1.356 2.533 0.867  -0.695
18 H 1.535 -2.321 2.038  0.292
19 H 1.034 -0.833 1.438  0.276
20 O 1.327 -1.366 2.291  -0.753

Its multiplicity is 1. As for the net charge: -1. The value obtained for the HOMO-LUMO gap is 7.376 eV. Its energy above the lowest of the compared OMol25 structures with the same formula, charge and spin is 59.5 kcal/mol.


3.
Computed, not measured: 4 unconnected molecules or ions with the total composition C24H43F2N3O8PS at a distorted geometry, with wB97M-V/def2-TZVPD.

Last column: Mulliken charge in e.
Geometry (Å):
1 C -3.030 0.464 3.515  -0.995
2 C -2.767 0.007 2.295  0.072
3 C -2.345 0.878 1.150  -0.309
4 N -1.126 0.258 0.503  0.246
5 C -0.026 1.288 0.469  -1.758
6 C 1.225 0.585 0.029  1.576
7 C 2.457 1.480 0.139  -1.093
8 C 3.414 0.953 1.212  -1.195
9 C 3.938 -0.462 0.936  0.295
10 C 3.431 -1.441 1.963  -0.687
11 O 3.837 -2.787 1.642  -0.361
12 C 2.856 -3.591 1.204  0.144
13 O 1.864 -3.873 1.823  -0.485
14 O 1.062 0.148 -1.306  -0.315
15 C -0.038 -0.746 -1.533  0.537
16 C 0.400 -2.102 -0.921  -2.203
17 N -0.298 -3.262 -1.444  -0.183
18 N -0.201 -0.861 -2.989  0.552
19 C -0.519 0.385 -3.617  0.566
20 O 0.214 1.206 -4.052  -0.432
21 F -1.839 0.534 -3.651  -0.219
22 C 0.917 -1.488 -3.661  0.361
23 O 0.894 -2.587 -4.082  -0.444
24 F 1.972 -0.709 -3.809  -0.138
25 C -1.352 -0.186 -0.932  -1.394
26 P -2.844 -1.346 -1.032  0.505
27 S -3.289 -2.127 -2.735  -0.317
28 H -3.152 -0.229 4.332  0.287
29 H -3.124 1.517 3.728  0.269
30 H -2.845 -1.060 2.122  0.251
31 H -2.058 1.833 1.564  0.282
32 H -3.132 1.059 0.427  0.470
33 H -0.781 -0.513 1.075  0.633
34 H -0.282 2.017 -0.294  0.163
35 H 0.094 1.743 1.445  0.772
36 H 1.383 -0.247 0.722  -0.244
37 H 2.962 1.501 -0.820  0.277
38 H 2.162 2.481 0.448  0.349
39 H 2.912 0.983 2.182  0.516
40 H 4.246 1.645 1.304  0.428
41 H 3.575 -0.793 -0.039  -0.282
42 H 5.018 -0.489 0.881  0.538
43 H 3.781 -1.207 2.964  0.351
44 H 2.343 -1.421 2.022  0.316
45 H 3.021 -3.977 0.191  0.420
46 H 0.254 -2.062 0.160  0.341
47 H 1.474 -2.181 -1.068  0.800
48 H 0.358 -3.948 -1.785  0.331
49 H -0.876 -3.705 -0.746  0.257
50 H -1.678 0.719 -1.437  0.959
51 H -2.639 -2.293 -0.009  0.032
52 H -3.902 -0.566 -0.557  0.008
53 C 0.559 4.765 2.665  -0.624
54 C -0.623 4.150 3.365  0.798
55 O -1.051 3.053 3.058  -0.435
56 C -1.254 4.954 4.467  -1.331
57 H 0.927 4.094 1.892  -0.131
58 H 0.270 5.711 2.207  0.352
59 H 1.359 4.956 3.381  0.368
60 H -1.610 5.908 4.075  0.356
61 H -0.520 5.152 5.249  0.359
62 H -2.091 4.406 4.892  0.306
63 C -7.866 -2.111 1.188  -1.218
64 C -6.845 -1.436 0.313  0.834
65 O -5.721 -1.209 0.713  -0.444
66 C -7.278 -1.059 -1.080  -1.048
67 H -7.431 -2.330 2.159  0.295
68 H -8.731 -1.460 1.320  0.354
69 H -8.197 -3.041 0.723  0.351
70 H -8.120 -0.368 -1.034  0.367
71 H -7.587 -1.950 -1.627  0.324
72 H -6.454 -0.586 -1.610  0.225
73 C 7.209 -0.576 -4.106  -1.236
74 C 6.228 -0.085 -3.072  0.679
75 O 6.590 0.342 -2.000  -0.544
76 C 4.762 -0.147 -3.431  -0.260
77 H 8.221 -0.476 -3.723  0.331
78 H 7.014 -1.624 -4.339  0.321
79 H 7.111 0.009 -5.021  0.339
80 H 4.458 -1.172 -3.638  0.321
81 H 4.567 0.462 -4.315  0.433
82 H 4.181 0.240 -2.599  -0.291

Its multiplicity is 1. As for the net charge: +1. The value obtained for the HOMO-LUMO gap is 8.898 eV.


4.
Computed, not measured: a single C4H12N2 molecule at a distorted geometry, with wB97M-V/def2-TZVPD.

Last column: Mulliken charge in e.
Geometry (Å):
1 C 2.139 0.226 -0.224  -0.878
2 N 1.001 -0.455 -0.828  -0.369
3 C -0.302 -1.039 1.184  -1.080
4 C -0.236 -0.611 -0.218  0.044
5 C -0.812 0.902 -0.354  -0.773
6 N -2.216 0.682 -0.229  -0.582
7 H 2.211 0.286 0.875  0.296
8 H 3.063 -0.209 -0.556  0.369
9 H 2.092 1.389 -0.397  0.212
10 H 1.303 -1.420 -0.988  0.248
11 H -0.606 -2.079 1.424  0.281
12 H -0.957 -0.433 1.789  0.281
13 H 0.710 -0.761 1.404  0.273
14 H -0.816 -1.240 -0.847  0.547
15 H -0.419 1.598 0.444  0.331
16 H -0.707 1.382 -1.285  0.386
17 H -2.717 0.240 -1.095  0.200
18 H -2.731 1.541 -0.098  0.215

The structure (SMILES) is CN[C@@H](C)CN. Its multiplicity is 1. The value obtained for the HOMO-LUMO gap is 9.716 eV. Its energy above the lowest of the compared OMol25 structures with the same formula, charge and spin is 51.4 kcal/mol.


5.
Computed, not measured: a molecular structure, C25H31BrN4O2SSbTi, with wB97M-V/def2-TZVPD.

Last column: Mulliken charge in e.
Geometry (Å):
1 Ti 0.017 0.083 -0.463  0.479
2 C -2.304 -4.802 -1.193  -1.178
3 C -1.128 -3.870 -1.488  -0.605
4 Sb -0.796 -2.544 0.164  0.824
5 C -2.642 -2.280 1.203  -0.692
6 C -3.591 -1.340 0.462  -0.987
7 C 0.568 -3.578 1.453  -0.626
8 C 0.147 -5.038 1.607  -1.230
9 H -2.410 -5.508 -2.017  0.423
10 H -3.245 -4.260 -1.101  0.290
11 H -2.151 -5.384 -0.285  0.313
12 H -1.291 -3.289 -2.393  0.488
13 H -0.190 -4.414 -1.597  0.472
14 H -2.371 -1.905 2.189  0.499
15 H -3.063 -3.278 1.320  0.591
16 H -3.173 -0.332 0.388  0.090
17 H -4.530 -1.264 1.009  0.428
18 H -3.824 -1.700 -0.541  0.301
19 H 0.555 -3.037 2.396  0.417
20 H 1.557 -3.490 1.000  0.436
21 H -0.846 -5.138 2.046  0.339
22 H 0.848 -5.528 2.284  0.430
23 H 0.171 -5.584 0.665  0.347
24 N 7.318 -0.812 -1.364  -0.260
25 C 6.187 -0.683 -1.217  -0.479
26 C 4.776 -0.520 -1.037  0.756
27 C 3.974 -0.116 -2.107  -0.648
28 C 2.626 0.033 -1.896  -0.356
29 N 2.053 -0.204 -0.690  0.363
30 C 2.835 -0.599 0.344  -0.417
31 C 4.190 -0.766 0.207  -0.863
32 H 4.405 0.077 -3.080  0.551
33 H 1.968 0.335 -2.702  0.440
34 H 2.349 -0.787 1.294  0.721
35 H 4.790 -1.081 1.049  0.581
36 Br 2.889 4.880 1.253  -0.132
37 C 2.300 3.574 2.484  -0.561
38 C 2.602 3.677 3.836  -0.345
39 C 2.158 2.694 4.713  -0.733
40 C 1.415 1.619 4.253  -0.566
41 C 1.094 1.544 2.900  0.568
42 C 1.547 2.521 2.011  0.215
43 C 0.328 0.394 2.406  -0.048
44 O 0.237 -0.695 2.878  -0.425
45 O -0.357 0.644 1.181  -0.269
46 H 3.180 4.515 4.200  0.467
47 H 2.395 2.776 5.765  0.452
48 H 1.067 0.851 4.931  0.520
49 H 1.326 2.458 0.955  0.607
50 C -3.586 3.651 -4.298  -1.418
51 C -2.703 3.082 -3.252  0.695
52 C -2.238 3.762 -2.151  -1.078
53 C -1.423 3.124 -1.216  0.697
54 N -1.073 1.829 -1.411  0.573
55 C -1.553 1.165 -2.462  0.143
56 S -1.133 -0.508 -2.509  -0.553
57 N -2.337 1.770 -3.364  0.104
58 C -0.919 3.832 -0.015  -1.129
59 H -3.661 4.730 -4.193  0.384
60 H -4.591 3.228 -4.207  0.370
61 H -3.220 3.413 -5.299  0.432
62 H -2.513 4.798 -2.009  0.502
63 H -2.681 1.222 -4.148  0.345
64 H -1.500 4.731 0.178  0.519
65 H 0.120 4.142 -0.177  0.234
66 H -0.945 3.181 0.857  0.193

Its multiplicity is 1. As for the net charge: +3. The value obtained for the HOMO-LUMO gap is 5.910 eV.